No. 1
{"formula": "C25H48BF6NO16P", "method": "ωB97M-V/def2-TZVPD", "lumo_ev": -3.7, "max_force_ev_per_a": 1.974, "orbital_gap_ev": 8.304, "total_charge": 1, "spin_multiplicity": 1, "e_tot_ev": -87220.3355, "homo_ev": -12.044, "symbols": ["C", "C", "C", "O", "O", "C", "C", "P", "C", "C", "O", "C", "F", "F", "F", "B", "N", "O", "C", "F", "F", "F", "H", "H", "H", "H", "H", "H", "H", "H", "H", "H", "H", "H", "H", "H", "H", "H", "C", "C", "O", "C", "O", "O", "C", "H", "H", "H", "H", "H", "H", "H", "H", "C", "C", "O", "C", "O", "O", "C", "H", "H", "H", "H", "H", "H", "H", "H", "C", "C", "O", "C", "O", "O", "C", "H", "H", "H", "H", "H", "H", "H", "H", "C", "C", "O", "C", "O", "O", "C", "H", "H", "H", "H", "H", "H", "H", "H"], "coordinates": [[5.078, -1.274, 1.183], [4.141, -0.423, 0.301], [2.769, -0.311, 0.870], [2.391, 0.642, 1.526], [1.904, -1.364, 0.629], [0.859, -0.956, -0.232], [-0.357, -0.512, 0.620], [-1.940, -1.243, 0.153], [-3.360, -0.091, 0.220], [-3.392, 0.825, 1.434], [-4.696, 1.327, 1.609], [-2.436, 2.042, 1.273], [-1.994, 2.139, 0.003], [-1.366, 1.884, 2.074], [-3.036, 3.191, 1.593], [-2.262, -2.836, 1.293], [-3.117, -3.805, 0.761], [-1.564, -2.921, 2.453], [-1.912, -1.876, -1.624], [-3.168, -2.055, -2.047], [-1.263, -3.035, -1.695], [-1.314, -0.982, -2.414], [5.885, -0.654, 1.543], [4.553, -1.651, 2.049], [5.519, -2.082, 0.626], [4.100, -0.810, -0.710], [4.511, 0.585, 0.231], [0.665, -1.771, -0.913], [1.172, -0.110, -0.828], [-0.156, -0.823, 1.636], [-0.400, 0.564, 0.609], [-3.378, 0.459, -0.712], [-4.246, -0.713, 0.219], [-3.144, 0.308, 2.354], [-5.287, 0.983, 0.942], [-3.374, -4.535, 1.417], [-3.937, -3.433, 0.301], [-2.067, -2.707, 3.241], [1.084, 4.701, 0.324], [2.358, 3.887, 0.222], [2.802, 3.778, -1.138], [3.439, 4.852, -1.610], [3.689, 5.850, -0.992], [3.773, 4.609, -2.873], [4.435, 5.698, -3.528], [0.319, 4.294, -0.339], [0.708, 4.689, 1.348], [1.256, 5.736, 0.033], [2.176, 2.870, 0.558], [3.148, 4.302, 0.847], [5.290, 6.037, -2.950], [3.739, 6.520, -3.685], [4.772, 5.320, -4.488], [3.273, 5.994, 3.360], [3.621, 4.706, 4.075], [5.009, 4.647, 4.421], [5.351, 5.344, 5.505], [4.603, 5.962, 6.212], [6.662, 5.208, 5.684], [7.184, 5.941, 6.796], [3.923, 6.140, 2.496], [2.237, 5.972, 3.020], [3.400, 6.855, 4.015], [3.453, 3.852, 3.420], [3.009, 4.565, 4.966], [6.635, 5.713, 7.706], [7.145, 7.010, 6.593], [8.218, 5.632, 6.910], [-7.716, -8.419, 3.493], [-7.907, -6.971, 3.101], [-6.715, -6.420, 2.507], [-6.515, -6.742, 1.236], [-7.232, -7.395, 0.535], [-5.364, -6.171, 0.845], [-4.990, -6.464, -0.505], [-6.843, -8.528, 4.137], [-8.593, -8.784, 4.026], [-7.562, -9.047, 2.616], [-8.096, -6.361, 3.981], [-8.749, -6.846, 2.421], [-5.794, -6.232, -1.200], [-4.696, -7.506, -0.607], [-4.133, -5.831, -0.723], [-0.631, -2.797, -5.301], [-0.799, -1.305, -5.507], [0.358, -0.724, -6.112], [0.451, -0.905, -7.433], [-0.353, -1.471, -8.121], [1.573, -0.330, -7.848], [1.831, -0.478, -9.249], [0.285, -3.004, -4.745], [-1.480, -3.206, -4.751], [-0.562, -3.316, -6.255], [-0.908, -0.808, -4.549], [-1.688, -1.083, -6.098], [0.978, -0.152, -9.839], [2.072, -1.514, -9.478], [2.687, 0.151, -9.472]], "forces_ev_per_angstrom": [[-0.14, 0.37, -0.05], [0.09, -0.24, -0.04], [-0.31, 1.53, 1.21], [0.14, -1.20, -0.88], [0.56, -0.12, -0.47], [-0.25, 0.00, 0.37], [0.24, -0.07, -0.73], [0.07, -0.13, 0.38], [0.58, -0.44, -0.20], [-0.90, 0.62, -0.23], [0.20, -0.02, 0.22], [-0.40, 0.41, 0.53], [0.14, 0.21, 0.03], [-0.08, 0.15, -0.16], [0.48, -0.65, -0.21], [-0.07, -0.60, -0.18], [-0.32, 0.95, 1.02], [0.19, 0.50, -0.30], [0.06, 0.19, 0.19], [0.03, -0.02, 0.03], [-0.04, 0.17, -0.07], [-0.07, -0.06, 0.10], [0.21, 0.14, 0.16], [-0.04, -0.30, 0.21], [0.01, -0.39, -0.12], [-0.15, -0.22, -0.17], [0.13, 0.41, 0.03], [-0.09, -0.33, -0.01], [0.08, 0.22, -0.28], [-0.14, -0.16, 0.37], [-0.15, 0.23, 0.00], [0.04, 0.34, -0.18], [-0.23, -0.30, 0.14], [0.41, -0.14, 0.21], [-0.27, 0.01, -0.24], [-0.12, -0.32, -0.23], [-0.04, -0.49, -0.62], [0.05, -0.27, 0.43], [0.01, 0.14, -0.18], [-0.30, 0.02, 0.40], [-0.03, -0.17, 0.03], [0.15, -0.18, -0.05], [-0.02, 0.22, 0.10], [-0.01, -0.01, -0.09], [0.10, 0.08, -0.18], [-0.02, -0.07, 0.06], [0.00, -0.03, 0.02], [0.04, 0.02, 0.06], [0.10, -0.11, -0.15], [0.05, 0.10, -0.13], [-0.04, 0.03, 0.08], [0.02, 0.04, 0.08], [-0.06, -0.11, 0.01], [0.20, 0.13, 0.02], [-0.39, 0.00, -0.19], [0.02, -0.07, -0.09], [0.08, -0.20, 0.02], [-0.13, 0.17, 0.09], [0.10, 0.02, 0.00], [0.17, 0.05, 0.12], [-0.06, -0.06, -0.06], [-0.01, -0.02, 0.00], [-0.06, -0.04, 0.07], [0.16, -0.05, 0.01], [0.08, 0.08, 0.08], [-0.08, 0.03, -0.02], [-0.08, 0.01, 0.04], [0.00, -0.06, -0.11], [0.22, -0.06, -0.15], [-0.36, -0.20, 0.29], [0.08, 0.09, 0.05], [-0.12, 0.16, 0.14], [-0.05, -0.16, -0.15], [0.25, 0.16, -0.06], [0.16, 0.04, -0.21], [-0.06, 0.03, 0.08], [-0.02, 0.03, 0.02], [-0.08, 0.01, -0.03], [0.15, 0.10, -0.03], [0.09, -0.02, -0.13], [-0.09, -0.09, 0.06], [-0.11, -0.04, 0.01], [0.03, -0.02, 0.05], [0.14, -0.05, -0.08], [-0.27, -0.24, 0.09], [0.02, 0.05, 0.14], [0.05, 0.22, 0.00], [-0.12, -0.17, -0.10], [0.09, 0.01, -0.01], [0.13, 0.05, -0.18], [-0.04, 0.03, 0.07], [-0.01, 0.01, -0.01], [-0.07, 0.02, -0.03], [0.18, 0.19, -0.11], [0.08, -0.02, -0.14], [-0.07, -0.06, 0.03], [-0.09, -0.02, -0.02], [0.02, 0.02, 0.12]]}

No. 2
{"formula": "C19H15ClN4O4SbSe4Y", "method": "ωB97M-V/def2-TZVPD", "lumo_ev": -1.0, "max_force_ev_per_a": 0.316, "orbital_gap_ev": 7.053, "total_charge": 0, "relative_energy_kcal_mol": 2.2, "spin_multiplicity": 1, "e_tot_ev": -315592.0938, "homo_ev": -8.006, "symbols": ["Y", "C", "C", "C", "C", "C", "H", "H", "H", "H", "H", "O", "C", "O", "C", "C", "Cl", "N", "N", "C", "C", "O", "O", "C", "C", "C", "C", "C", "C", "H", "H", "H", "H", "H", "H", "Se", "Sb", "Se", "Se", "Se", "N", "C", "C", "N", "C", "H", "H", "H", "H"], "coordinates": [[-1.789, -0.573, -0.372], [-1.809, 2.061, -0.589], [-2.380, 1.757, 0.672], [-3.620, 1.128, 0.448], [-3.820, 1.033, -0.944], [-2.704, 1.618, -1.585], [-0.859, 2.542, -0.764], [-1.948, 1.957, 1.641], [-4.291, 0.767, 1.213], [-4.690, 0.623, -1.434], [-2.571, 1.720, -2.652], [0.424, -2.966, 4.854], [1.359, -2.153, 4.403], [2.452, -2.079, 4.901], [1.012, -1.304, 3.218], [1.851, -0.346, 2.675], [3.383, 0.192, 3.148], [1.231, 0.217, 1.614], [0.011, -0.329, 1.436], [-0.133, -1.234, 2.396], [-1.453, -1.961, 2.441], [-1.683, -2.738, 3.360], [-2.241, -1.663, 1.485], [1.660, 1.370, 0.875], [2.684, 1.259, -0.051], [3.086, 2.389, -0.745], [2.472, 3.611, -0.503], [1.463, 3.711, 0.444], [1.055, 2.585, 1.143], [-0.423, -2.909, 4.322], [3.154, 0.302, -0.223], [3.884, 2.315, -1.471], [2.791, 4.490, -1.048], [0.994, 4.666, 0.641], [0.277, 2.644, 1.892], [-3.108, -1.452, -3.256], [-1.989, -3.790, -3.903], [-0.108, -3.236, -5.221], [-1.572, -3.606, -1.148], [-3.719, -2.633, -1.292], [1.541, -0.959, -3.364], [2.077, -1.723, -2.356], [1.322, -1.463, -1.259], [0.324, -0.563, -1.586], [0.483, -0.304, -2.868], [1.735, -1.053, -4.347], [2.916, -2.376, -2.512], [1.422, -1.872, -0.267], [-0.154, 0.328, -3.463]], "forces_ev_per_angstrom": [[-0.03, 0.13, -0.28], [-0.03, -0.07, 0.02], [0.01, 0.01, -0.10], [0.02, 0.00, 0.10], [0.02, 0.01, -0.04], [0.05, -0.02, 0.08], [-0.01, 0.03, 0.01], [0.00, 0.02, 0.00], [0.00, -0.01, -0.01], [0.00, -0.01, 0.00], [0.00, 0.00, 0.00], [0.03, 0.03, -0.01], [-0.06, -0.04, -0.02], [0.02, 0.01, 0.01], [0.01, 0.01, 0.00], [0.03, 0.05, -0.02], [-0.01, -0.01, 0.01], [-0.02, -0.05, -0.01], [-0.03, 0.02, -0.01], [0.06, 0.00, 0.02], [-0.01, -0.03, 0.05], [-0.01, -0.01, -0.03], [-0.05, -0.07, 0.17], [0.00, 0.01, 0.01], [0.00, 0.00, 0.00], [-0.01, -0.01, 0.02], [0.03, -0.01, -0.02], [0.00, 0.01, 0.00], [0.00, 0.01, 0.00], [-0.01, -0.01, 0.01], [0.00, -0.01, 0.00], [0.00, 0.00, 0.00], [-0.01, 0.01, 0.01], [-0.01, 0.00, 0.01], [0.00, 0.00, 0.00], [-0.04, 0.04, 0.08], [-0.04, -0.08, 0.02], [0.05, 0.02, 0.02], [0.05, 0.03, 0.02], [-0.01, 0.02, -0.07], [-0.03, 0.07, 0.06], [0.01, 0.00, -0.01], [0.01, 0.01, -0.03], [0.01, -0.13, -0.04], [-0.01, 0.06, 0.03], [0.03, -0.03, 0.00], [0.00, 0.00, 0.00], [0.00, 0.01, -0.01], [0.00, 0.00, -0.01]]}

No. 3
{"formula": "C41H53ClN7O11P2S2", "method": "ωB97M-V/def2-TZVPD", "lumo_ev": -5.1, "max_force_ev_per_a": 7.813, "orbital_gap_ev": 5.498, "total_charge": 1, "spin_multiplicity": 1, "e_tot_ev": -129076.6092, "homo_ev": -10.626, "symbols": ["C", "C", "C", "N", "C", "N", "C", "C", "N", "N", "N", "P", "O", "N", "C", "C", "C", "S", "C", "S", "N", "C", "C", "O", "C", "C", "P", "O", "C", "Cl", "C", "C", "H", "H", "H", "H", "H", "H", "H", "H", "H", "H", "H", "H", "H", "H", "H", "H", "H", "H", "H", "H", "H", "H", "H", "H", "H", "H", "H", "H", "H", "H", "H", "H", "H", "H", "H", "H", "H", "C", "C", "C", "O", "C", "C", "C", "O", "H", "H", "H", "H", "C", "C", "C", "O", "C", "C", "C", "O", "H", "H", "H", "H", "C", "C", "C", "O", "C", "C", "C", "O", "H", "H", "H", "H", "C", "C", "C", "O", "C", "C", "C", "O", "H", "H", "H", "H"], "coordinates": [[0.630, 0.146, 2.932], [0.205, -1.309, 2.847], [-1.206, -1.793, 3.524], [-1.983, -2.826, 2.779], [-1.186, -3.798, 1.974], [-1.234, -3.837, 0.480], [-0.764, -2.633, -0.238], [-1.749, -1.351, -0.361], [-1.147, -0.037, 0.180], [-1.970, -1.075, -1.863], [-3.119, -1.472, 0.247], [-2.574, -4.722, -0.228], [-3.010, -5.882, 0.792], [-0.394, -4.781, 2.583], [0.370, -5.776, 1.684], [1.770, -5.116, 1.069], [2.796, -6.402, 0.849], [4.304, -6.012, -0.190], [4.591, -4.163, -0.361], [5.230, -3.287, 0.978], [4.221, -3.524, -1.684], [3.733, -2.117, -1.386], [3.008, -1.578, -2.779], [3.364, -2.529, -3.861], [4.837, -2.647, -3.992], [5.373, -3.508, -2.664], [-0.197, -5.010, 4.334], [1.223, -4.354, 4.716], [-3.172, -3.388, 3.488], [-4.678, -3.483, 2.349], [-3.679, -2.576, 4.817], [-5.080, -3.259, 5.424], [1.493, 0.509, 2.218], [0.089, 0.927, 3.634], [0.962, -2.034, 2.287], [-1.839, -0.798, 3.711], [-0.927, -2.186, 4.616], [0.273, -2.273, 0.233], [-0.477, -2.959, -1.351], [-1.515, 0.116, 1.148], [-0.088, -0.111, 0.178], [-2.821, -0.449, -1.990], [-1.167, -0.457, -2.124], [-3.771, -1.779, -0.536], [-3.502, -0.511, 0.500], [-2.168, -5.424, -1.447], [-3.761, -3.960, -0.535], [0.743, -6.667, 2.385], [-0.307, -6.275, 0.872], [1.600, -4.474, 0.106], [2.237, -4.501, 1.976], [3.149, -6.801, 1.905], [2.186, -7.257, 0.301], [2.956, -2.166, -0.494], [4.649, -1.394, -1.151], [1.849, -1.549, -2.620], [3.460, -0.515, -2.990], [5.336, -1.571, -3.889], [5.135, -3.154, -5.008], [6.368, -3.041, -2.235], [5.657, -4.583, -3.078], [-1.192, -4.389, 5.165], [-0.066, -6.421, 4.644], [-2.999, -4.516, 3.835], [-2.869, -2.750, 5.677], [-3.763, -1.413, 4.688], [-5.173, -4.384, 5.107], [-5.003, -3.218, 6.612], [-5.952, -2.576, 5.014], [-1.142, 3.482, -5.525], [-0.326, 3.009, -4.578], [0.123, 1.603, -4.587], [0.869, 1.169, -3.720], [-0.362, 0.741, -5.683], [-1.178, 1.214, -6.630], [-1.628, 2.620, -6.621], [-2.373, 3.055, -7.489], [-1.482, 4.511, -5.533], [0.039, 3.629, -3.768], [-0.022, -0.287, -5.675], [-1.543, 0.595, -7.440], [-3.366, 6.355, -2.002], [-3.285, 7.676, -1.812], [-3.365, 8.619, -2.946], [-3.290, 9.827, -2.773], [-3.539, 8.046, -4.295], [-3.619, 6.725, -4.485], [-3.539, 5.783, -3.351], [-3.614, 4.574, -3.524], [-3.308, 5.650, -1.182], [-3.159, 8.112, -0.829], [-3.596, 8.751, -5.115], [-3.745, 6.289, -5.469], [-1.425, 2.751, 6.936], [-0.932, 3.798, 7.606], [-0.223, 4.888, 6.910], [0.230, 5.845, 7.522], [-0.079, 4.779, 5.444], [-0.572, 3.733, 4.774], [-1.282, 2.642, 5.471], [-1.734, 1.685, 4.858], [-1.947, 1.942, 7.432], [-1.030, 3.893, 8.681], [0.443, 5.588, 4.948], [-0.474, 3.637, 3.699], [3.677, 3.304, -3.626], [4.974, 3.138, -3.348], [5.741, 4.170, -2.623], [6.928, 4.019, -2.370], [5.019, 5.392, -2.216], [3.722, 5.558, -2.494], [2.955, 4.526, -3.219], [1.768, 4.677, -3.472], [3.100, 2.557, -4.158], [5.517, 2.247, -3.640], [5.596, 6.139, -1.685], [3.179, 6.449, -2.203]], "forces_ev_per_angstrom": [[-1.29, -4.34, -0.50], [1.13, 4.61, 0.07], [2.05, 1.72, 2.04], [1.38, -1.54, -0.57], [0.05, -1.72, 1.00], [-0.59, 0.50, 1.71], [1.77, 1.34, -1.21], [-1.13, 2.91, -1.16], [0.18, -1.99, 0.41], [0.38, 0.47, 0.78], [-0.22, 0.36, -1.29], [-2.05, -5.22, 3.64], [1.88, 3.87, -2.87], [-2.97, 1.74, -3.05], [1.74, -1.42, -0.29], [0.25, -0.72, 1.58], [-1.56, 0.46, 0.75], [-0.10, 0.53, -0.55], [0.15, 1.52, 1.04], [-1.47, -1.87, -2.71], [1.23, -0.05, 2.77], [0.06, 0.85, -0.84], [1.01, -0.49, 0.83], [1.17, 1.41, 0.53], [0.22, 0.68, 1.48], [0.58, -0.49, -1.80], [6.86, 2.62, 2.67], [-5.13, -2.20, -1.62], [-1.06, -0.84, 1.16], [1.39, 0.10, 0.78], [0.65, -0.76, 1.18], [0.71, 0.89, 0.00], [-1.59, -0.92, 1.97], [0.94, -1.88, -1.83], [-1.97, 1.47, 1.26], [1.24, -2.37, -0.69], [-0.53, 0.79, -2.20], [-2.35, -0.86, -0.90], [-0.81, 0.56, 2.39], [1.05, -0.29, -1.04], [-1.89, 0.24, 0.41], [1.53, -0.97, 0.58], [-0.86, -0.71, -0.07], [1.09, 0.39, 1.37], [1.04, -1.51, -0.43], [0.24, 1.41, 0.75], [1.27, 0.13, -0.01], [-0.96, 2.06, -1.30], [1.01, 1.32, 1.76], [0.32, -1.33, 1.86], [-1.02, -0.96, -2.18], [-0.78, 0.93, -2.19], [1.53, 1.72, 0.94], [1.80, 0.20, -1.81], [-2.01, -1.51, -0.11], [2.28, -0.10, -0.79], [-1.15, -1.91, 0.15], [-1.11, -2.11, -0.56], [-0.89, 1.02, 2.15], [-2.03, -0.69, -0.60], [-0.87, 2.03, 1.35], [-0.13, -0.59, -1.13], [-0.95, 0.81, -0.86], [-0.50, 2.36, -1.03], [-1.47, 0.43, -1.97], [0.01, -2.41, -0.04], [0.05, 2.32, 0.48], [-0.35, 0.05, -2.70], [1.59, -1.88, 1.03], [0.27, -0.06, 0.31], [-0.39, 0.29, 0.01], [0.14, 0.03, 0.22], [-0.21, 0.01, -0.19], [-0.22, -0.11, -0.35], [0.25, -0.43, 0.19], [-0.60, 0.57, -0.65], [0.52, -0.36, 0.60], [-0.02, -0.07, -0.01], [-0.13, -0.20, -0.19], [0.02, 0.00, 0.00], [0.00, 0.05, 0.01], [0.05, 0.39, 0.27], [0.01, -0.48, 0.20], [0.05, 1.06, 0.11], [-0.05, -0.92, -0.11], [-0.04, -0.38, -0.30], [0.02, 0.41, -0.15], [-0.08, -0.77, -0.13], [0.09, 0.66, 0.12], [-0.01, -0.01, -0.04], [-0.01, 0.03, -0.05], [0.00, 0.01, 0.05], [-0.02, -0.03, 0.03], [0.06, 0.20, 0.31], [-0.25, -0.45, 0.01], [0.42, 0.93, 0.64], [-0.38, -0.82, -0.55], [-0.05, -0.23, -0.48], [0.20, 0.33, 0.04], [-0.20, -0.25, -0.10], [0.18, 0.20, 0.15], [0.01, 0.01, -0.03], [0.02, 0.03, -0.04], [-0.01, 0.00, 0.05], [-0.03, 0.00, 0.01], [0.36, -0.29, -0.07], [-0.44, -0.14, -0.17], [1.04, -0.13, 0.21], [-0.90, 0.10, -0.17], [-0.41, 0.28, 0.03], [0.37, 0.14, 0.19], [-0.62, 0.13, -0.12], [0.92, 0.13, 0.25], [-0.03, 0.02, 0.05], [0.02, 0.05, 0.01], [0.02, -0.04, -0.03], [-0.01, -0.03, -0.03]]}